ORCA calculation (ωB97M-V/def2-TZVPD) on a molecular structure, C36H32ClNOOsP2 in a non-equilibrium geometry.

```
74
C36H32ClNOOsP2 (ωB97M-V/def2-TZVPD)
H 6.346 0.747 1.551
C 2.140 -2.019 -2.057
Os 0.252 0.208 -0.382
H 6.002 1.241 -4.285
H -0.230 4.321 3.838
C -2.491 0.688 -2.132
H 3.586 -4.100 -4.323
H 4.518 1.237 -0.035
C -2.236 -0.680 -4.105
Cl -0.233 -2.205 -0.700
H -5.507 -0.076 -3.442
H 1.311 1.662 -2.789
H -4.070 -1.314 -5.019
H 6.648 -1.544 2.424
C 3.955 -2.090 0.446
H 3.999 -1.996 -3.132
H -3.939 -0.685 2.822
H -2.975 3.725 0.769
P 2.448 -0.432 -1.192
C -4.196 1.445 2.957
C -3.172 2.758 1.214
H -4.292 3.587 2.842
N 0.978 1.643 2.272
P -1.649 1.588 -0.828
C 1.671 -4.426 -3.406
C 4.971 1.343 -3.970
H -0.907 3.328 -2.308
C 3.160 0.643 -2.479
C 3.076 -2.532 -2.958
H -0.961 2.227 2.662
C -3.921 2.680 2.381
H -0.586 0.069 -2.948
H 5.158 -0.147 -2.389
C -4.432 -0.054 -3.320
C -3.621 -0.731 -4.224
C 2.846 -3.723 -3.628
C 4.485 0.541 -2.888
C 0.079 2.499 2.789
C 5.846 -1.335 1.728
C 2.336 1.560 -3.123
O 0.522 0.534 1.632
C 4.643 0.232 0.356
H 2.210 4.774 4.076
H 3.295 -2.890 0.135
C 5.673 -0.043 1.241
C 4.139 2.244 -4.613
H -2.510 3.668 -1.636
H 3.835 3.092 3.176
H -4.513 1.184 -1.566
C 0.505 3.636 3.436
H -0.187 -4.487 -2.318
C 2.768 2.956 3.063
C 2.300 1.838 2.416
H -1.602 -1.177 -4.830
H 2.935 1.073 1.995
C -3.874 0.653 -2.264
H 4.520 2.864 -5.414
C -2.715 1.586 0.614
H 2.167 3.061 -4.702
C -2.989 0.344 1.199
H -4.785 1.395 3.864
C 3.789 -0.799 -0.054
C 1.864 3.881 3.572
H -2.642 -0.567 0.719
C -1.676 0.020 -3.049
C 0.730 -3.942 -2.510
C -1.513 3.298 -1.404
C 2.825 2.359 -4.204
H -1.048 3.926 -0.645
H 5.130 -3.358 1.711
C 4.990 -2.354 1.331
C -3.727 0.275 2.368
H 1.484 -5.357 -3.926
C 0.982 -2.754 -1.854
```

Its HOMO energy (spin up / spin down) is -16.8 / -16.8 eV. As for the HOMO-LUMO gap (spin up / spin down): 5.6 / 6.0 eV. As for the multiplicity: 2. Its expectation value of S² is 0.768. As for the charge: +3. The calculation puts the total energy at -2753.553285 hartree.

Results of the Löwdin charge analysis, in e, for atoms 1 through 2:
1 H 0.12
2 C -0.37


ORCA calculation (ωB97M-V/def2-TZVPD) on a molecular structure, C47H40N2O4PS3SbSc in a non-equilibrium geometry.

```
99
C47H40N2O4PS3SbSc (ωB97M-V/def2-TZVPD)
C 3.005 1.988 -2.133
H -3.838 -1.676 -0.787
C 0.179 -4.967 0.471
O 2.668 -0.187 -1.340
H -0.816 5.976 -3.300
H 1.137 0.481 3.727
C 0.611 3.815 3.861
S -0.939 0.243 1.359
C -3.006 2.821 2.463
H 5.848 3.280 -3.474
N 3.465 0.720 -1.890
H -4.444 2.352 -2.060
C -1.264 5.205 -1.354
C -1.364 3.910 -3.366
H 1.142 -5.309 0.827
C -3.713 3.615 3.349
C -1.882 2.887 -1.262
C -1.624 4.087 -0.620
C 4.217 -5.429 -0.796
O -1.464 -1.866 -0.576
H -1.081 6.142 -0.848
O 0.288 -1.744 -2.344
C -5.074 3.802 3.174
C -6.030 -0.459 -3.057
C 3.426 -2.095 1.958
C 2.544 -3.718 -2.180
H 4.869 -6.102 -0.253
C 3.884 2.909 -2.707
C -2.284 -4.096 -0.435
C 4.733 0.370 -2.190
Sc 0.782 0.040 -0.727
H -1.711 4.148 0.458
H 4.975 -1.638 3.366
H -3.207 4.086 4.179
H -5.625 4.433 3.856
H -6.231 1.612 -3.578
H 1.318 -3.092 5.014
O -1.013 0.156 -1.858
C 0.021 -3.625 0.120
H 6.614 0.946 -2.983
C -4.693 1.300 -2.125
C 1.350 -2.877 2.884
C 4.153 -5.501 -2.179
H -1.234 3.827 -4.435
C -5.009 2.405 1.225
H 3.273 -4.677 -3.948
C 1.653 1.865 2.170
C 0.609 2.485 4.247
C 3.446 -4.509 -0.105
C 5.607 1.259 -2.758
H -6.791 3.300 2.005
C -1.238 -3.185 -0.316
H 2.983 1.181 0.810
H 3.518 -4.472 0.973
H -0.728 -6.888 0.652
C 2.118 -2.554 1.772
C 3.208 -2.379 4.327
C 1.639 3.201 1.778
N 2.146 0.868 1.297
Sb -2.452 1.186 -0.062
C -5.724 3.181 2.123
H 4.015 -1.835 1.086
C -5.361 -1.380 -2.268
H 0.325 -3.192 2.757
C -3.647 2.232 1.384
H -5.522 1.932 0.400
C 1.142 1.516 3.418
S -1.100 -1.315 -2.156
H -1.948 1.865 -3.148
H 0.215 4.568 4.525
H 0.184 2.198 5.198
H -1.945 2.652 2.615
S 1.407 2.391 -1.720
C -2.103 -5.424 -0.094
H -3.237 -3.746 -0.801
H 4.988 -0.648 -1.939
C 5.179 2.561 -3.029
H 1.132 5.202 2.311
C -1.127 5.114 -2.728
C -1.757 2.800 -2.640
H 3.636 -2.344 5.318
C 3.966 -2.002 3.228
C 1.905 -2.813 4.152
C -4.004 0.375 -1.350
C 3.319 -4.635 -2.869
P 1.454 -2.483 0.065
C 1.124 4.168 2.624
H -6.811 -0.783 -3.729
H -2.921 -6.118 -0.190
H -5.630 -2.427 -2.317
C -5.701 0.884 -2.978
C -4.351 -0.962 -1.413
C 2.594 -3.645 -0.791
H 2.337 0.002 1.801
H 2.027 3.486 0.809
H 3.500 3.899 -2.880
C -0.872 -5.855 0.375
H 1.894 -3.044 -2.715
H 4.746 -6.230 -2.714
```

Its HOMO energy (spin up / spin down) is -4.1 / -7.5 eV. As for the HOMO-LUMO gap (spin up / spin down): 4.6 / 8.0 eV. As for the multiplicity: 2. Its expectation value of S² is 0.753. As for the charge: 0. The calculation puts the total energy at -4762.423728 hartree.

Results of the Löwdin charge analysis, in e, for atoms 1 through 2:
1 C -0.64
2 H 0.08


Please write out number 1 again, unchanged.
ORCA calculation (ωB97M-V/def2-TZVPD) on a molecular structure, C36H32ClNOOsP2 in a non-equilibrium geometry.

```
74
C36H32ClNOOsP2 (ωB97M-V/def2-TZVPD)
H 6.346 0.747 1.551
C 2.140 -2.019 -2.057
Os 0.252 0.208 -0.382
H 6.002 1.241 -4.285
H -0.230 4.321 3.838
C -2.491 0.688 -2.132
H 3.586 -4.100 -4.323
H 4.518 1.237 -0.035
C -2.236 -0.680 -4.105
Cl -0.233 -2.205 -0.700
H -5.507 -0.076 -3.442
H 1.311 1.662 -2.789
H -4.070 -1.314 -5.019
H 6.648 -1.544 2.424
C 3.955 -2.090 0.446
H 3.999 -1.996 -3.132
H -3.939 -0.685 2.822
H -2.975 3.725 0.769
P 2.448 -0.432 -1.192
C -4.196 1.445 2.957
C -3.172 2.758 1.214
H -4.292 3.587 2.842
N 0.978 1.643 2.272
P -1.649 1.588 -0.828
C 1.671 -4.426 -3.406
C 4.971 1.343 -3.970
H -0.907 3.328 -2.308
C 3.160 0.643 -2.479
C 3.076 -2.532 -2.958
H -0.961 2.227 2.662
C -3.921 2.680 2.381
H -0.586 0.069 -2.948
H 5.158 -0.147 -2.389
C -4.432 -0.054 -3.320
C -3.621 -0.731 -4.224
C 2.846 -3.723 -3.628
C 4.485 0.541 -2.888
C 0.079 2.499 2.789
C 5.846 -1.335 1.728
C 2.336 1.560 -3.123
O 0.522 0.534 1.632
C 4.643 0.232 0.356
H 2.210 4.774 4.076
H 3.295 -2.890 0.135
C 5.673 -0.043 1.241
C 4.139 2.244 -4.613
H -2.510 3.668 -1.636
H 3.835 3.092 3.176
H -4.513 1.184 -1.566
C 0.505 3.636 3.436
H -0.187 -4.487 -2.318
C 2.768 2.956 3.063
C 2.300 1.838 2.416
H -1.602 -1.177 -4.830
H 2.935 1.073 1.995
C -3.874 0.653 -2.264
H 4.520 2.864 -5.414
C -2.715 1.586 0.614
H 2.167 3.061 -4.702
C -2.989 0.344 1.199
H -4.785 1.395 3.864
C 3.789 -0.799 -0.054
C 1.864 3.881 3.572
H -2.642 -0.567 0.719
C -1.676 0.020 -3.049
C 0.730 -3.942 -2.510
C -1.513 3.298 -1.404
C 2.825 2.359 -4.204
H -1.048 3.926 -0.645
H 5.130 -3.358 1.711
C 4.990 -2.354 1.331
C -3.727 0.275 2.368
H 1.484 -5.357 -3.926
C 0.982 -2.754 -1.854
```

Its HOMO energy (spin up / spin down) is -16.8 / -16.8 eV. As for the HOMO-LUMO gap (spin up / spin down): 5.6 / 6.0 eV. As for the multiplicity: 2. Its expectation value of S² is 0.768. As for the charge: +3. The calculation puts the total energy at -2753.553285 hartree.

Results of the Löwdin charge analysis, in e, for atoms 1 through 2:
1 H 0.12
2 C -0.37


> Among the records above, which one has the highest charge?

C36H32ClNOOsP2